ORCA calculation (ωB97M-V/def2-TZVPD) on CHF3MgNO3S2Y as an isolated structure in a non-equilibrium geometry.

Each line ends with the Mulliken charge.
Element x y z (Å)
Mg: -0.58 2.68 0.08  1.067
N: -2.33 0.29 -0.81  -0.416
S: -0.84 0.11 -1.42  0.579
O: 0.15 1.04 -0.65  -0.429
S: -2.58 1.05 0.73  0.317
O: -3.30 2.24 1.72  -0.352
C: -0.43 -1.56 -0.67  0.786
F: -1.44 -2.39 -0.88  -0.198
F: -0.26 -1.43 0.64  -0.193
F: 0.66 -2.06 -1.22  -0.194
Y: 4.33 1.46 0.71  1.385
O: 3.28 -0.29 1.11  -0.678
H: 3.36 -1.13 0.65  0.325

## Properties
- frontier orbital gap (alpha / beta) (eV) = 5.73 / 5.10
- molar mass (g mol⁻¹) = 309.4
- net charge = +2